1.
7 unconnected molecules or ions with the total composition C30H56BBr13F4O5P at a distorted geometry, computed with the ωB97M-V functional and the def2-TZVPD basis.

```
110
Properties=species:S:1:pos:R:3:mulliken_charge:R:1
C 3.7025 -1.7326 -2.0783 -0.822
C 2.8112 -1.1959 -3.3347 -0.442
C 1.8088 -0.0417 -2.7626 -0.053
C 2.0787 1.3408 -3.5150 0.166
C 1.4349 2.6402 -2.8337 -0.548
C 0.9220 2.4472 -1.3337 0.116
C 0.7510 3.8449 -0.5238 -1.541
C -0.4525 3.7643 0.5650 1.412
C -1.6962 4.3941 -0.2214 -1.345
C -2.9800 3.4142 -0.3009 -0.196
C -4.3770 4.2315 -0.2537 -0.423
C -5.6480 3.2419 -0.2303 -0.671
C -5.3673 1.7890 -0.8326 -0.120
O -6.5928 1.0095 -1.0584 -0.386
C -6.2635 -0.3781 -0.9024 0.711
C -7.2312 -1.2042 0.0648 -0.821
O -5.3157 -0.9257 -1.5081 -0.568
O -0.5714 2.3854 1.0255 -1.029
B 0.3915 2.1281 2.1239 1.410
P 0.2907 0.4538 3.0672 0.081
O 0.9441 0.6866 4.6714 -0.523
Br -1.9287 -0.1113 3.2171 -0.417
O 0.5692 3.4000 2.8501 -0.708
C -0.0294 4.4224 2.0012 -0.165
C -1.1569 5.1371 2.8722 0.384
F -1.1267 6.5405 2.5038 -0.318
F -2.4554 4.5746 2.7370 -0.281
C -0.8515 5.1394 4.4645 1.201
F -1.1934 3.9186 5.0938 -0.253
F 0.4637 5.6005 4.7511 -0.293
H 3.0097 -2.2991 -1.3517 0.044
H 4.5882 -2.3664 -2.4022 0.275
H 4.0095 -0.7837 -1.4970 0.301
H 2.2498 -2.1134 -3.7138 0.283
H 3.5299 -0.8052 -4.1262 0.297
H 0.7536 -0.4381 -2.9983 0.240
H 1.9796 -0.0271 -1.6403 0.048
H 3.2062 1.4378 -3.7423 0.361
H 1.5864 1.2427 -4.5545 -0.627
H 2.2051 3.4924 -2.9544 0.183
H 0.5380 2.9676 -3.4825 0.156
H -0.0552 1.8587 -1.3837 0.126
H 1.7466 1.8875 -0.7577 0.134
H 1.7119 3.9833 0.1035 0.379
H 0.6872 4.7526 -1.2067 0.432
H -2.0664 5.3454 0.3172 0.231
H -1.4722 4.7111 -1.2937 0.461
H -3.0287 2.6747 0.5706 0.141
H -2.8770 2.8567 -1.3054 0.319
H -4.4017 4.7992 0.7475 0.137
H -4.4532 5.0289 -1.0684 0.298
H -6.0114 3.0944 0.8543 0.238
H -6.5422 3.7320 -0.7718 0.282
H -4.7787 1.9105 -1.8162 0.133
H -4.6579 1.2509 -0.1103 0.320
H -7.4378 -0.6011 1.0160 0.278
H -8.2312 -1.3901 -0.4697 0.276
H -6.7769 -2.2163 0.3395 0.222
H 1.4575 2.0185 1.5523 -0.331
H 1.9056 0.5297 4.5274 0.273
H 0.8760 5.1124 1.8211 0.214
H -1.5664 5.9366 4.9052 -0.673
Br -3.0515 7.4044 5.1179 -0.075
C -3.3714 8.4798 6.7117 -0.609
C -2.0757 8.9675 7.3105 -0.597
Br -1.1673 7.5444 8.2832 -0.128
H -3.9604 7.8694 7.3949 0.364
H -3.9768 9.3215 6.3694 0.310
H -2.2654 9.7442 8.0534 0.356
H -1.3729 9.3445 6.5681 0.366
Br 1.9039 -3.0348 1.2355 -0.119
C 2.4631 -4.8414 1.7024 -0.439
C 3.7577 -5.2080 1.0211 -0.355
Br 3.4714 -5.6361 -0.8587 -0.126
H 1.6376 -5.5057 1.4482 0.324
H 2.5916 -4.8271 2.7866 0.271
H 4.1765 -6.1159 1.4579 -0.029
H 4.5038 -4.4145 1.0565 0.445
Br 6.4731 -8.5380 -1.5698 -0.113
C 5.4987 -8.4379 -3.2542 -0.504
C 6.3424 -7.8165 -4.3395 -0.587
Br 6.4524 -5.8823 -4.1297 -0.116
H 4.5775 -7.8907 -3.0563 0.264
H 5.2554 -9.4727 -3.5027 0.345
H 5.8829 -7.9709 -5.3173 0.339
H 7.3645 -8.1932 -4.3594 0.355
Br -3.6904 -4.7184 -2.0024 -0.174
C -3.9544 -3.6353 -0.4019 0.052
C -2.6382 -3.1797 0.1759 -0.409
Br -1.7478 -4.6247 1.1344 -0.171
H -4.5463 -4.2318 0.2916 0.410
H -4.5439 -2.7784 -0.7340 -0.241
H -2.7967 -2.3990 0.9222 0.195
H -1.9381 -2.8192 -0.5771 0.354
Br 3.5818 -8.6110 2.1378 -0.111
C 4.8503 -8.9802 3.5701 -0.614
C 4.3745 -8.4086 4.8824 -0.535
Br 4.6443 -6.4797 4.9516 -0.140
H 5.8142 -8.5856 3.2514 0.374
H 4.9083 -10.0690 3.6241 0.342
H 4.9627 -8.8082 5.7103 0.335
H 3.3171 -8.5892 5.0730 0.362
Br 2.9154 0.7731 -7.9996 -0.129
C 1.2073 -0.1469 -7.8099 -0.564
C 0.0499 0.8047 -7.9873 -0.576
Br -0.2087 1.9039 -6.4000 -0.093
H 1.2169 -0.6386 -6.8377 0.301
H 1.2048 -0.9047 -8.5957 0.374
H -0.8844 0.2534 -8.1071 0.340
H 0.1757 1.4849 -8.8290 0.367
```

The value obtained for the HOMO energy is -4.36 eV. The gap between HOMO and LUMO comes out at 5.95 eV. The largest force on an atom is 4.367 eV/A. As for the charge: -1. The electronic energy is -973643.4486 eV.


2.
4 unconnected molecules or ions with the total composition C30H56Br2F3N4O12P at a distorted geometry, computed with the ωB97M-V functional and the def2-TZVPD basis.

```
108
Properties=species:S:1:pos:R:3:mulliken_charge:R:1
O -5.9102 -1.4090 4.0284 -0.581
C -5.1729 -0.4323 3.7196 0.361
O -3.7706 -0.5336 4.1141 -0.349
N -3.0580 -0.3873 2.9533 1.111
C -2.4459 -1.6647 2.4755 -0.950
C -2.7392 -1.7249 0.8700 -0.543
C -2.5371 -3.1928 0.2508 0.752
F -1.9012 -4.1033 1.1437 -0.340
Br -4.3440 -3.8793 -0.3016 -0.064
C -1.7224 -2.9932 -1.1449 0.256
F -0.4243 -2.4086 -0.9051 -0.212
F -1.5626 -4.2055 -1.8678 -0.256
Br -2.7024 -1.7375 -2.3688 -0.029
C -2.1033 0.7224 3.0015 -0.242
O -1.5815 1.0723 1.8983 -0.545
O -1.7478 1.4652 4.1654 -0.074
P -0.2546 0.8338 4.7817 0.118
O 0.4748 -0.2589 3.6864 -0.448
O -0.7200 0.0147 6.2347 -0.455
C -5.8031 0.8237 2.9946 0.724
C -5.1641 1.5827 1.7887 0.226
C -5.7795 2.8416 1.1203 -0.686
C -7.1295 3.3519 1.7092 -0.293
C -7.8246 2.6062 2.8880 -0.753
C -7.1696 1.3589 3.5160 -0.280
H -1.3026 -1.7130 2.5989 0.248
H -2.8899 -2.5881 3.0055 0.385
H -2.0694 -0.9566 0.3592 0.313
H -3.8534 -1.4436 0.7667 0.389
H 0.6732 0.1602 2.8180 0.365
H -1.6578 -0.2802 6.0714 0.351
H -4.1660 1.2144 1.3440 0.134
H -5.2260 3.3568 0.2551 0.349
H -7.5851 4.2716 1.2174 0.330
H -8.8324 3.0205 3.2445 0.314
H -7.7023 0.8230 4.3833 0.317
C 3.3172 2.0583 -4.2647 -0.838
O 3.7090 0.7225 -3.9891 -0.220
C 3.0496 0.1757 -2.8447 -0.873
C 2.1448 -0.9827 -3.2640 0.034
N 0.9861 -0.4964 -4.0147 -0.277
C 0.2024 -1.5674 -4.6334 -0.028
C 0.8790 -2.3665 -5.7573 -0.598
O 1.1358 -1.6015 -6.9287 -0.451
C 2.3852 -0.9258 -6.9260 -0.353
H 3.9238 2.4249 -5.0950 0.224
H 2.2651 2.1005 -4.5619 0.337
H 3.4883 2.7018 -3.3968 0.340
H 2.4930 0.9354 -2.2856 0.422
H 3.8326 -0.2130 -2.1853 0.371
H 1.7997 -1.5114 -2.3698 0.284
H 2.7430 -1.6740 -3.8681 0.046
H 1.3056 0.1301 -4.7457 0.112
H -0.6948 -1.0972 -5.0494 0.397
H -0.1386 -2.2577 -3.8547 -0.173
H 0.1758 -3.1484 -6.0634 0.410
H 1.7803 -2.8892 -5.4196 0.247
H 3.1535 -1.4694 -6.3703 0.114
H 2.2667 0.0836 -6.5268 0.196
H 2.7160 -0.8278 -7.9639 0.316
C 8.9611 -1.4065 -8.8551 -0.732
O 9.0919 -2.6040 -8.1045 -0.341
C 9.9243 -2.4490 -6.9528 -0.795
C 9.0994 -2.6410 -5.6806 -0.203
N 8.1792 -1.5210 -5.4808 -0.320
C 7.2083 -1.7478 -4.4083 -0.721
C 6.1664 -2.8549 -4.6311 -0.625
O 5.2469 -2.5717 -5.6791 -0.302
C 5.6746 -2.9917 -6.9681 -0.789
H 8.3840 -1.6313 -9.7541 0.241
H 8.4231 -0.6460 -8.2816 0.311
H 9.9414 -1.0261 -9.1561 0.346
H 10.4490 -1.4878 -6.9478 0.404
H 10.6810 -3.2387 -7.0017 0.391
H 9.7741 -2.7120 -4.8216 0.367
H 8.5541 -3.5865 -5.7738 0.194
H 7.6710 -1.3539 -6.3425 0.073
H 6.6698 -0.8043 -4.2704 0.369
H 7.7457 -1.9412 -3.4733 0.422
H 5.5643 -2.9167 -3.7183 0.364
H 6.6200 -3.8436 -4.7585 0.378
H 6.2987 -3.8882 -6.9309 0.379
H 6.2021 -2.1796 -7.4721 0.231
H 4.7836 -3.2174 -7.5605 0.319
C -3.2479 5.5959 8.3136 -0.760
O -2.8486 4.2560 8.5586 -0.307
C -3.4930 3.6846 9.6993 -0.831
C -4.3982 2.5318 9.2664 -0.113
N -5.5659 3.0297 8.5384 -0.316
C -6.3535 1.9705 7.9056 -1.216
C -5.6877 1.1964 6.7574 -0.324
O -5.4451 1.9875 5.5991 -0.236
C -4.1966 2.6654 5.5990 -0.639
H -2.6520 5.9807 7.4839 0.240
H -4.3035 5.6403 8.0293 0.318
H -3.0690 6.2227 9.1918 0.349
H -4.0458 4.4308 10.2796 0.407
H -2.7016 3.2857 10.3420 0.398
H -4.7319 1.9838 10.1532 0.395
H -3.8044 1.8552 8.6421 0.114
H -5.2558 3.6723 7.8174 0.128
H -7.2561 2.4474 7.5091 0.393
H -6.6850 1.2627 8.6733 0.469
H -6.3936 0.4196 6.4426 0.413
H -4.7818 0.6680 7.0732 0.352
H -3.4200 2.1113 6.1320 0.270
H -4.3096 3.6656 6.0210 0.291
H -3.8813 2.7853 4.5586 0.260
```

The value obtained for the HOMO energy is -8.46 eV. The gap between HOMO and LUMO comes out at 8.08 eV. The largest force on an atom is 5.400 eV/A. The electronic energy is -220063.9884 eV.


3.
9 unconnected molecules or ions with the total composition C30H56Br4N6OS at a distorted geometry, computed with the ωB97M-V functional and the def2-TZVPD basis.

```
98
Properties=species:S:1:pos:R:3:mulliken_charge:R:1
C -3.6300 3.3816 1.4191 -0.886
C -4.9591 3.7555 2.1568 -0.599
C -5.8648 4.8672 1.4526 -0.418
C -5.1382 6.0107 0.9111 0.181
N -4.5800 6.9148 0.5339 -0.433
H -2.9937 2.9354 2.1835 0.253
H -3.1102 4.3086 1.1774 0.284
H -3.6050 2.6290 0.6310 0.380
H -4.6478 4.3208 3.0352 0.265
H -5.6016 2.9042 2.3813 0.366
H -6.5006 5.3301 2.2073 0.316
H -6.4616 4.5628 0.5928 0.290
C -2.5044 -3.3148 3.6555 -1.334
C -2.8720 -3.4631 5.0447 -0.315
C -4.0882 -2.7083 5.4791 -0.432
C -5.4945 -3.2951 5.1962 0.039
N -6.5298 -3.7443 4.9716 -0.427
H -3.1561 -3.9281 3.0332 0.406
H -1.5373 -3.7596 3.4212 0.341
H -2.2680 -2.3047 3.3210 0.442
H -1.9980 -3.3435 5.6850 0.215
H -3.0924 -4.4661 5.4100 0.381
H -4.0462 -1.7268 5.0069 0.301
H -4.1173 -2.6098 6.5643 0.357
C 5.5117 -0.4635 -3.5227 -1.348
C 4.8272 -1.2903 -2.5616 0.045
C 3.5003 -1.8994 -2.9802 0.018
C 3.3734 -2.8368 -4.1282 0.127
N 3.2972 -3.4468 -5.0628 -0.528
H 4.9895 0.4232 -3.8820 0.290
H 5.5067 -1.0375 -4.4492 0.432
H 6.5268 -0.1940 -3.2313 0.323
H 4.6364 -0.6577 -1.6947 -0.093
H 5.5327 -2.0412 -2.2058 0.344
H 2.7379 -1.1723 -3.2599 0.205
H 3.1975 -2.5481 -2.1582 0.188
C -1.7194 -1.5864 -7.1440 -1.216
C -1.5101 -2.9562 -6.4998 -0.420
C -0.2307 -2.9786 -5.5114 -0.239
C -0.2747 -1.9045 -4.5707 0.070
N -0.3111 -1.0129 -3.7965 -0.393
H -0.9216 -1.1519 -7.7463 0.330
H -1.9555 -0.7631 -6.4698 0.373
H -2.6425 -1.6503 -7.7201 0.341
H -1.3495 -3.7993 -7.1717 0.339
H -2.3969 -3.0499 -5.8730 0.240
H 0.7467 -2.9709 -5.9938 0.350
H -0.3596 -3.9114 -4.9626 0.226
C -0.3424 -1.3787 6.7215 -0.957
C 0.8809 -0.4733 6.6234 -0.575
C 1.9950 -0.7156 5.6264 0.040
C 2.6953 -1.9736 5.7990 0.094
N 3.2325 -2.9961 5.9762 -0.463
H -0.0200 -2.3135 7.1800 0.368
H -0.6172 -1.6390 5.6994 0.081
H -1.2386 -0.9758 7.1933 0.367
H 1.3725 -0.4698 7.5962 0.345
H 0.5032 0.4951 6.2952 0.308
H 2.7768 -0.0123 5.9130 0.262
H 1.6597 -0.5890 4.5970 0.069
C 0.0724 5.1715 -3.7530 -1.331
C 0.2416 4.1403 -2.6571 -0.221
C -1.0332 3.8005 -1.8820 0.229
C -2.1750 3.2508 -2.6629 0.100
N -3.0883 2.8776 -3.2757 -0.586
H 1.0424 5.5124 -4.1149 0.378
H -0.3734 6.1286 -3.4821 0.335
H -0.4231 4.7023 -4.6030 0.334
H 1.0024 4.4726 -1.9507 0.265
H 0.6487 3.2485 -3.1336 0.215
H -1.6296 4.5274 -1.3307 0.357
H -0.7365 2.9737 -1.2367 -0.088
C 5.2500 2.6702 -1.5736 -1.103
S 5.0980 3.8443 -0.1902 0.519
O 3.9120 4.7217 -0.6178 -0.623
C 6.6809 4.7198 -0.3914 -0.850
H 5.5796 3.0894 -2.5242 0.565
H 4.3115 2.2107 -1.8837 0.217
H 5.9618 1.8891 -1.3066 0.390
H 7.2270 4.6488 0.5492 0.321
H 6.6037 5.7979 -0.5326 0.294
H 7.2534 4.0866 -1.0692 0.282
Br -0.4201 1.6426 1.3675 -0.420
C 0.1074 -0.2748 1.2253 0.059
C 0.9558 -0.6507 -0.0103 -0.795
Br 2.6939 0.4707 -0.1368 -0.533
H -0.6984 -1.0066 1.1686 0.334
H 0.7913 -0.5566 2.0259 -0.122
H 0.5286 -0.4510 -0.9930 0.285
H 1.2800 -1.6878 -0.0965 0.332
Br -1.8740 -3.3890 -1.4257 -0.124
C -1.0821 -4.4968 0.0259 -0.293
C -1.8410 -5.8193 0.2338 -0.580
Br -0.8144 -6.9174 1.5102 -0.175
H -1.1632 -3.9181 0.9461 -0.065
H -0.0593 -4.6220 -0.3296 0.428
H -1.8314 -6.3691 -0.7073 0.407
H -2.8125 -5.7540 0.7236 0.349
```

The value obtained for the HOMO energy (spin up / spin down) is -0.47 / -6.53 eV. The gap between HOMO and LUMO (spin up / spin down) comes out at 2.59 / 8.58 eV. Its spin multiplicity is 2. The largest force on an atom is 4.792 eV/A. As for the charge: -1. The electronic energy is -334006.2852 eV. Its expectation value of S² is 0.7526.


4.
2 unconnected molecules or ions with the total composition C30H56ClNO5P at a distorted geometry, computed with the ωB97M-V functional and the def2-TZVPD basis.

```
94
Properties=species:S:1:pos:R:3:mulliken_charge:R:1
C 1.2447 6.9851 -5.7398 -1.213
C -0.2686 6.7762 -5.4783 0.142
C -0.8374 5.7551 -6.4706 -0.749
C -2.1538 5.1263 -6.0150 -0.471
C -1.9280 4.1008 -4.8996 -0.656
C -1.4332 2.7519 -5.4406 -0.522
C -1.5614 1.6506 -4.3633 -0.730
C -0.3739 0.7010 -4.3325 -0.723
C -0.5319 -0.4515 -3.3271 -0.740
C 0.6089 -0.5170 -2.3210 -0.676
C 0.4369 -1.6812 -1.3290 -0.878
C 1.4524 -2.8153 -1.5421 -0.957
C 2.7099 -2.6814 -0.6767 -0.760
C 2.6483 -3.4538 0.6666 -0.370
C 3.9978 -4.1236 0.9717 -0.895
C 4.2919 -4.3135 2.4581 -0.786
C 3.1286 -4.8610 3.2767 -0.234
C 3.6176 -5.3465 4.6593 -1.409
P 2.9032 -4.3439 6.0624 1.186
O 3.4106 -2.8740 5.3053 -0.594
Cl 4.9047 -4.5950 7.1327 -0.502
O 2.4578 -3.3915 7.4543 -0.509
C 2.1392 -4.2054 8.5299 -1.269
C 1.4330 -5.4481 7.9310 1.408
N 1.4448 -6.5472 8.8797 -0.804
C 0.0140 -4.9988 7.5229 -1.060
C -1.1333 -5.8131 8.1262 -0.652
C -2.4868 -5.4179 7.4794 -0.472
C -3.5507 -4.9984 8.4940 -1.292
O 2.2545 -5.7614 6.8549 -0.596
H 1.6456 6.2034 -6.3822 0.332
H 1.4173 7.9280 -6.2507 0.335
H 1.8112 6.9648 -4.8126 0.303
H -0.7423 7.7449 -5.5953 -0.087
H -0.3982 6.4134 -4.4633 0.313
H -0.9386 6.2455 -7.4384 0.338
H -0.1224 4.9403 -6.5642 0.303
H -2.6360 4.5882 -6.8339 0.461
H -2.8686 5.8881 -5.7108 -0.011
H -1.1520 4.4621 -4.2245 0.261
H -2.8416 3.9223 -4.3362 0.429
H -0.3827 2.8319 -5.7150 0.315
H -2.0315 2.4533 -6.2993 0.277
H -1.6284 2.1322 -3.3859 0.320
H -2.5054 1.1269 -4.5171 0.325
H -0.1947 0.3225 -5.3387 0.327
H 0.5012 1.2879 -4.0499 0.423
H -1.4726 -0.3692 -2.7836 0.443
H -0.5387 -1.3898 -3.8827 0.218
H 0.7024 0.4451 -1.8156 0.367
H 1.5361 -0.6705 -2.8738 0.349
H -0.5532 -2.1049 -1.5083 0.419
H 0.4448 -1.3355 -0.2971 0.455
H 0.9945 -3.7958 -1.4372 0.473
H 1.7712 -2.7445 -2.5848 0.427
H 2.9506 -1.6312 -0.5114 0.281
H 3.5398 -3.0955 -1.2501 0.508
H 2.3741 -2.7534 1.4507 0.304
H 1.8953 -4.2269 0.5426 0.284
H 4.0692 -5.0552 0.4090 0.301
H 4.7725 -3.4669 0.5686 0.426
H 5.1028 -5.0399 2.5387 0.385
H 4.6677 -3.3970 2.9089 0.216
H 2.7156 -5.7308 2.7570 0.442
H 2.3406 -4.1233 3.3968 0.295
H 3.3910 -6.3962 4.8175 0.418
H 4.6924 -5.2419 4.7168 0.521
H 1.6398 -4.1715 5.4225 -0.356
H 3.1289 -2.1582 5.8951 0.269
H 1.4928 -3.6948 9.2541 0.371
H 3.0274 -4.4795 9.1114 0.372
H 0.7354 -6.4301 9.5933 0.214
H 2.3440 -6.5753 9.3460 0.333
H -0.1430 -3.9609 7.8020 0.302
H -0.0958 -5.0423 6.4426 0.318
H -1.2378 -5.6242 9.1979 0.299
H -0.9561 -6.8792 8.0073 0.418
H -2.8298 -6.2202 6.8300 0.400
H -2.2886 -4.5544 6.8473 0.328
H -3.4025 -3.9588 8.7832 0.300
H -3.5227 -5.6042 9.3968 0.331
H -4.5357 -5.0544 8.0327 0.379
C -5.2172 8.4714 -6.4798 -0.313
C -5.8102 9.2043 -7.4184 -0.371
C -5.1841 10.4469 -7.9346 0.346
O -5.7248 11.1163 -8.7885 -0.550
C -3.8705 10.8399 -7.3659 -0.358
C -3.2774 10.1072 -6.4273 -0.386
C -3.9044 8.8651 -5.9107 0.526
O -3.3628 8.1956 -5.0582 -0.527
H -5.6553 7.5619 -6.0887 0.416
H -6.7670 8.9355 -7.8475 0.403
H -3.4316 11.7487 -7.7576 0.402
H -2.3201 10.3754 -5.9985 0.424
```

The value obtained for the HOMO energy is -5.19 eV. The gap between HOMO and LUMO comes out at 4.35 eV. The largest force on an atom is 1.731 eV/A. As for the charge: -1. The electronic energy is -65559.1088 eV.